DFT (the ωB97M-V functional and the def2-TZVPD basis) results for 2 unconnected molecules or ions with the total composition C5H13N2OS in a non-equilibrium geometry.

Computed properties:
expectation value of S²	2.006
spin multiplicity	3
total charge	+1

Each line ends with the Löwdin spin population.
CARTESIAN COORDINATES (ANGSTROEM)
S: -0.61 -1.73 -1.70  1.087
O: -1.35 1.31 -0.16  0.012
N: 0.78 -0.57 0.43  0.113
N: 1.06 0.39 -1.55  0.161
C: -0.67 -2.92 -0.30  0.144
C: -2.01 1.23 1.09  0.001
C: 1.58 1.46 -0.62  0.019
C: 1.62 0.62 0.67  0.015
C: 0.50 -0.57 -0.87  0.380
H: -1.32 1.67 1.79  0.000
H: -1.41 2.19 -0.56  0.000
H: -0.94 -2.42 0.56  0.013
H: 1.33 1.17 1.69  0.006
H: 0.68 0.71 -2.42  0.006
H: 2.62 0.23 0.77  0.002
H: 1.10 2.43 -0.70  0.006
H: -1.92 0.18 1.27  0.001
H: -3.04 1.48 1.02  0.000
H: 0.24 -3.52 -0.18  0.024
H: 0.71 -1.32 1.02  0.006
H: -1.52 -3.59 -0.30  0.002
H: 2.57 1.58 -0.96  0.002

***

DFT (the ωB97M-V functional and the def2-TZVPD basis) results for a molecular structure, C25H41CeN3P2 in a non-equilibrium geometry.

Computed properties:
expectation value of S²	0.751
spin multiplicity	2
total charge	+1

Each line ends with the Löwdin spin population.
CARTESIAN COORDINATES (ANGSTROEM)
Ce: -0.28 1.73 1.70  1.009
P: -1.77 -4.04 -2.25  0.000
P: 1.24 -3.28 -2.36  0.000
N: 0.45 0.78 6.28  -0.001
N: 0.13 0.97 3.85  -0.003
N: 0.15 2.51 8.05  0.000
C: 2.35 0.68 -0.33  0.000
C: -2.08 -4.41 -4.04  0.000
C: 2.24 -0.33 0.56  -0.001
C: -3.24 3.06 0.66  0.003
C: -0.06 4.08 2.44  -0.004
C: -1.88 3.47 1.10  0.006
C: 2.74 -4.15 -1.75  0.000
C: 1.71 0.80 -1.68  0.000
C: 1.53 -3.23 -4.15  0.000
C: -0.73 3.69 0.24  -0.001
C: 0.01 -4.62 -2.17  0.000
C: 0.54 -0.16 -1.99  0.000
C: 0.75 4.46 3.63  -0.001
C: -0.65 -0.21 -1.09  -0.001
C: 1.75 4.44 0.60  -0.001
C: -2.29 3.57 3.69  0.000
C: -0.81 -0.97 0.01  0.000
C: -2.45 -5.65 -1.65  0.000
C: 0.39 4.06 1.07  -0.005
C: 0.28 1.72 7.19  0.000
C: -1.46 3.71 2.46  -0.002
C: 1.66 -1.68 0.33  0.000
C: 0.27 0.94 5.04  0.000
C: 0.16 -1.92 0.64  0.000
C: -0.74 3.67 -1.25  0.000
H: -1.81 -0.99 0.47  0.000
H: 1.81 5.53 0.40  0.000
H: -3.16 -4.30 -4.22  0.000
H: 0.19 -5.36 -2.97  0.000
H: -1.49 0.40 -1.43  0.000
H: 0.62 -2.96 -4.70  0.000
H: -1.79 -5.44 -4.27  0.000
H: 0.27 3.84 -1.65  0.000
H: 0.16 -5.10 -1.19  0.000
H: -1.09 2.70 -1.63  0.000
H: -1.40 4.45 -1.66  0.000
H: 0.83 3.64 4.36  0.000
H: 0.96 -1.18 -2.08  0.000
H: -1.73 3.16 4.54  0.000
H: 2.48 0.61 -2.46  0.000
H: 2.51 4.20 1.35  0.000
H: -2.66 4.56 4.00  0.000
H: -1.54 -3.71 -4.69  0.000
H: 0.02 -1.88 1.74  0.000
H: -0.08 -2.96 0.36  0.000
H: -3.71 2.37 1.38  0.000
H: 2.23 -2.40 0.96  0.000
H: 3.60 -3.47 -1.80  0.000
H: 2.69 -0.19 1.55  0.000
H: -3.16 2.93 3.53  0.000
H: 2.59 -4.47 -0.71  0.000
H: 0.30 5.32 4.15  0.000
H: 2.30 -2.46 -4.36  0.000
H: 2.97 1.54 -0.05  0.000
H: 2.91 -5.02 -2.39  0.000
H: 2.02 3.93 -0.33  0.000
H: 1.91 -4.20 -4.49  0.000
H: -3.22 2.56 -0.32  0.000
H: 1.86 -1.99 -0.71  0.000
H: 0.19 0.07 -3.01  0.000
H: -2.08 -5.84 -0.63  0.000
H: -3.90 3.94 0.58  0.001
H: -3.54 -5.59 -1.63  0.000
H: -2.14 -6.47 -2.31  0.000
H: 1.38 1.84 -1.83  0.000
H: 1.77 4.74 3.33  0.000

***

Energy relative to the best compared isomer or geometry (same formula, charge and spin), record by record: 0.0 0.0 kcal per mole